{"formula": "C26H29N3O8S", "method": "ωB97M-V/def2-TZVPD", "symbols": ["C", "C", "C", "C", "C", "C", "C", "N", "C", "O", "C", "H", "H", "O", "C", "O", "C", "C", "C", "C", "C", "C", "H", "H", "O", "C", "C", "C", "O", "N", "C", "C", "H", "H", "H", "C", "H", "H", "H", "H", "H", "H", "H", "H", "H", "S", "O", "O", "N", "C", "H", "C", "H", "O", "C", "H", "C", "H", "H", "H", "H", "H", "H", "H", "H", "H", "H"], "coordinates": [[1.2255, 5.0639, -1.0669], [0.6929, 3.7448, -0.6064], [1.2804, 3.1132, 0.4883], [0.8187, 1.8975, 0.9521], [-0.2542, 1.3002, 0.3185], [-0.8549, 1.8930, -0.7702], [-0.3742, 3.1088, -1.2493], [-1.0082, 3.6989, -2.3692], [-0.5541, 3.8146, -3.6423], [-1.1993, 4.3929, -4.4872], [0.7979, 3.1889, -3.9625], [1.6053, 3.8842, -3.6974], [0.8276, 3.0092, -5.0418], [0.9993, 1.9579, -3.2909], [2.1045, 1.8390, -2.5233], [2.9243, 2.7231, -2.4190], [2.1764, 0.5427, -1.8411], [3.2692, 0.2854, -1.0091], [3.3791, -0.9178, -0.3584], [2.3966, -1.9041, -0.5149], [1.2916, -1.6386, -1.3232], [1.1880, -0.4299, -1.9779], [0.3356, -0.2369, -2.6093], [0.5008, -2.3600, -1.4325], [2.6454, -3.0669, 0.1169], [1.7197, -4.1402, 0.0434], [0.5371, -3.9505, 0.9334], [-0.7998, -3.9132, 0.6434], [-1.4864, -3.7373, 1.7832], [-0.6199, -3.6360, 2.8271], [0.5853, -3.7549, 2.3458], [1.7960, -3.6687, 3.1931], [2.3519, -2.7739, 2.9194], [2.4364, -4.5336, 3.0284], [1.5099, -3.6147, 4.2391], [-1.5809, -4.0000, -0.6135], [-1.8953, -2.9927, -0.8930], [-0.9867, -4.4364, -1.4116], [-2.4725, -4.6024, -0.4531], [1.4070, -4.3167, -0.9922], [2.3004, -5.0052, 0.3854], [4.2219, -1.1350, 0.2786], [4.0248, 1.0481, -0.8985], [-1.9681, 3.9972, -2.2448], [-1.6753, 1.3933, -1.2624], [-0.8705, -0.2443, 0.9647], [-1.7524, -0.8336, -0.0117], [0.2276, -1.0353, 1.4325], [-1.6766, 0.3332, 2.3080], [-1.8050, -0.5487, 3.4555], [-0.9242, -1.1893, 3.4788], [-3.0724, -1.4019, 3.3647], [-3.2369, -1.9406, 4.2980], [-4.2196, -0.6022, 3.1555], [-4.1018, 0.1304, 1.9590], [-5.0283, 0.6974, 1.8510], [-2.8925, 1.0682, 2.0221], [-2.7579, 1.5905, 1.0751], [-3.0346, 1.8008, 2.8241], [-3.9785, -0.5515, 1.1050], [-2.9677, -2.1211, 2.5427], [-1.8344, 0.0794, 4.3519], [1.2735, 1.3936, 1.7887], [2.1156, 3.5935, 0.9747], [0.5419, 5.5556, -1.7541], [1.4038, 5.7143, -0.2133], [2.1804, 4.9083, -1.5689]], "relative_energy_ev": 0.000, "smiles": "Cc1ccc(S(=O)(=O)N2CCOCC2)cc1NC(=O)COC(=O)c1ccc(OCc2c(C)noc2C)cc1", "homo_lumo_gap_ev": 9.15, "fmax_ev_per_a": 1.24, "total_energy_ha": -2172.5302}

***

{"formula": "C26H29N4PtS3", "method": "ωB97M-V/def2-TZVPD", "symbols": ["Pt", "N", "C", "C", "N", "C", "C", "N", "C", "C", "N", "H", "H", "H", "H", "H", "H", "C", "C", "S", "C", "C", "S", "C", "C", "S", "H", "H", "H", "H", "H", "H", "H", "H", "H", "H", "H", "H", "C", "C", "C", "C", "C", "C", "C", "C", "C", "C", "C", "C", "C", "C", "H", "H", "H", "H", "H", "H", "H", "H", "H", "H", "H"], "coordinates": [[-11.7757, -10.0856, 11.9180], [-15.6431, -11.2321, 11.4879], [-15.8999, -9.8882, 11.2121], [-14.6893, -9.2177, 11.1465], [-13.6693, -10.1742, 11.2393], [-14.2899, -11.3438, 11.5395], [-13.5233, -12.3819, 12.2270], [-12.2521, -12.1122, 12.5832], [-11.7682, -13.2964, 13.2187], [-12.7374, -14.2601, 13.0448], [-13.8740, -13.6771, 12.4745], [-16.2487, -12.0130, 11.3310], [-16.9679, -9.5367, 11.0622], [-14.4780, -8.2478, 10.8032], [-10.8509, -13.3886, 13.7854], [-12.7162, -15.3136, 13.3304], [-14.7006, -14.1606, 12.0929], [-9.4321, -6.7739, 13.3366], [-8.9265, -8.0463, 12.7060], [-9.6695, -9.6964, 13.1020], [-10.2388, -9.4249, 14.8576], [-9.1739, -9.0228, 15.8663], [-10.0044, -7.8220, 17.0530], [-8.9557, -6.3528, 17.0020], [-9.0273, -5.4622, 15.8083], [-8.1286, -6.0162, 14.3334], [-10.3890, -6.9495, 13.9119], [-9.7355, -5.9800, 12.6306], [-7.8475, -8.1267, 12.8995], [-8.9880, -8.0630, 11.6142], [-10.6757, -10.3839, 15.1234], [-11.1203, -8.7697, 14.7194], [-8.3437, -8.5224, 15.3707], [-8.8368, -9.9328, 16.3951], [-7.9671, -6.6902, 17.2612], [-9.2970, -5.7744, 17.8687], [-8.5036, -4.5652, 16.0604], [-10.0360, -5.1028, 15.5901], [-12.5614, -3.1279, 10.2422], [-12.6930, -3.5509, 11.5630], [-12.5710, -4.9247, 11.7985], [-12.1697, -5.8631, 10.8241], [-12.0531, -5.3730, 9.4840], [-12.3956, -4.0592, 9.2312], [-11.9764, -7.2127, 11.3449], [-11.5943, -8.4004, 10.7802], [-11.4531, -8.6904, 9.3599], [-12.4534, -8.3030, 8.4387], [-12.1184, -8.2776, 7.0788], [-10.9235, -8.7878, 6.6358], [-10.0755, -9.3930, 7.5560], [-10.3262, -9.3260, 8.9210], [-12.6683, -2.0237, 10.0370], [-13.0400, -2.7832, 12.2925], [-12.5955, -5.3239, 12.8405], [-11.7253, -6.0318, 8.5812], [-12.5032, -3.7347, 8.1510], [-12.2377, -7.2757, 12.4118], [-13.4702, -7.9967, 8.6961], [-12.8776, -7.9456, 6.3376], [-10.6245, -8.8726, 5.5856], [-9.1327, -9.9025, 7.2207], [-9.6799, -9.8598, 9.6358]], "s2": 2.043, "relative_energy_ev": 1.810, "spin_multiplicity": 3, "total_charge": 1, "homo_lumo_gap_ev": [3.83, 6.29], "fmax_ev_per_a": 6.58, "total_energy_ha": -2540.6857}

***

{"formula": "C26H29N5O6Si", "method": "ωB97M-V/def2-TZVPD", "symbols": ["C", "Si", "C", "C", "O", "C", "C", "C", "C", "C", "C", "C", "C", "C", "C", "C", "C", "C", "C", "C", "C", "C", "N", "H", "H", "H", "H", "H", "H", "H", "H", "H", "H", "H", "H", "H", "H", "H", "H", "H", "H", "H", "H", "H", "H", "H", "H", "H", "H", "H", "O", "N", "O", "C", "C", "C", "N", "O", "O", "C", "C", "N", "O", "N", "C", "H", "H"], "coordinates": [[-2.9169, 2.9247, 0.1402], [-2.1145, 1.3532, -0.4722], [-3.2047, 0.2356, -1.4588], [-0.5784, 1.7842, -1.4146], [-1.5741, 0.5763, 0.8907], [-1.3783, -0.7559, 1.3493], [-2.7180, -1.1665, 2.0650], [-3.6779, -0.1889, 2.3634], [-4.9817, -0.5589, 2.7183], [-5.3037, -1.8989, 2.9160], [-4.2895, -2.8533, 2.8472], [-3.0012, -2.4975, 2.4224], [-0.9149, -1.6417, 0.2131], [-1.6530, -2.7142, -0.2826], [-1.1526, -3.4710, -1.3456], [0.0776, -3.1519, -1.9064], [0.8152, -2.0969, -1.3837], [0.2721, -1.2672, -0.4224], [-0.2219, -0.7122, 2.3503], [-0.6655, 0.1945, 3.4948], [0.6387, 0.5791, 4.1761], [1.7516, 0.2922, 3.1556], [1.0792, -0.2037, 1.9373], [-3.1578, 3.5710, -0.7157], [-3.8443, 2.7487, 0.7005], [-2.2290, 3.4813, 0.7941], [-3.7241, 0.8349, -2.2261], [-2.6140, -0.5334, -1.9795], [-3.9640, -0.2763, -0.8511], [-0.7868, 2.5959, -2.1175], [0.1914, 2.1349, -0.7218], [-0.1636, 0.9429, -1.9748], [-3.4261, 0.8682, 2.2795], [-5.7245, 0.2269, 2.8473], [-6.3386, -2.1912, 3.1132], [-4.4949, -3.8879, 3.1113], [-2.2269, -3.2653, 2.3301], [-2.6088, -2.9792, 0.1769], [-1.7374, -4.3129, -1.7205], [0.4901, -3.7100, -2.7442], [1.8168, -1.8939, -1.7472], [0.7830, -0.3361, -0.1352], [-0.0981, -1.7632, 2.7118], [-1.2065, 1.0586, 3.0848], [-1.3801, -0.3497, 4.1182], [0.6152, 1.6022, 4.5512], [0.7713, -0.1001, 5.0210], [2.3767, 1.1630, 2.9386], [2.4508, -0.4622, 3.5800], [1.6617, -0.9282, 1.5247], [7.1950, 0.4114, -4.7811], [6.6928, 1.4126, -4.2276], [7.1660, 2.5605, -4.3584], [5.5176, 1.2454, -3.3943], [5.0057, 2.3478, -2.7218], [3.7919, 2.2228, -2.0229], [3.0592, 3.4744, -1.8488], [3.6215, 4.5390, -2.1704], [1.8979, 3.4341, -1.4062], [3.1777, 0.9635, -1.7294], [3.5453, -0.0903, -2.6243], [2.7665, -1.0654, -3.1537], [3.5804, -1.6561, -4.1700], [4.7375, -0.9462, -4.3847], [4.7277, 0.0164, -3.4267], [5.4585, 3.3384, -2.8132], [2.3396, 0.7920, -1.0700]], "smiles": "C[Si](C)(C)OC(c1ccccc1)(c1ccccc1)[C@@H]1CCCN1.O=[N+]([O-])c1cc([N+](=O)[O-])c2nonc2c1", "homo_lumo_gap_ev": 6.00, "fmax_ev_per_a": 3.13, "total_energy_ha": -2022.5685}

***

{"formula": "C26H29N6O5Pb", "method": "ωB97M-V/def2-TZVPD", "symbols": ["Pb", "C", "N", "C", "C", "O", "C", "O", "C", "C", "O", "N", "C", "C", "H", "H", "H", "H", "H", "H", "H", "H", "H", "H", "H", "H", "H", "H", "H", "H", "C", "C", "N", "C", "C", "C", "C", "C", "C", "C", "C", "C", "N", "C", "H", "H", "H", "H", "H", "H", "H", "H", "O", "N", "N", "O", "C", "C", "C", "C", "C", "C", "H", "H", "H", "H", "H"], "coordinates": [[0.4558, 0.6208, 0.2530], [-3.1515, -2.7084, 0.7110], [-1.8033, -3.2361, 0.9756], [-1.6237, -4.6682, 1.2686], [-0.7932, -2.3926, 0.9743], [-0.9985, -1.1712, 0.7176], [0.5786, -2.9739, 1.2861], [1.5604, -1.9681, 1.2953], [2.5896, -2.0820, 2.2684], [2.8446, -0.7011, 2.8457], [2.2877, 0.2833, 2.3175], [3.6455, -0.5898, 3.8870], [4.3799, -1.6978, 4.5032], [3.8137, 0.7195, 4.5285], [-3.8850, -3.4775, 0.9186], [-3.2454, -2.3941, -0.3279], [-3.3440, -1.8453, 1.3426], [-2.5787, -5.1719, 1.1795], [-1.2589, -4.8218, 2.2852], [-0.9290, -5.1361, 0.5702], [0.8291, -3.6963, 0.5038], [0.5398, -3.5017, 2.2398], [3.5045, -2.4341, 1.7906], [2.3122, -2.7793, 3.0566], [4.1869, -2.6505, 4.0198], [4.1217, -1.7754, 5.5587], [5.4494, -1.4985, 4.4402], [3.7667, 1.5115, 3.7886], [4.7745, 0.7477, 5.0354], [3.0333, 0.8818, 5.2748], [-0.9873, 3.5314, 3.8038], [-0.4739, 2.4813, 3.0342], [-0.7813, 2.3167, 1.7544], [-1.6267, 3.1913, 1.1525], [-2.1210, 4.3151, 1.8364], [-1.7814, 4.4620, 3.1922], [-2.9800, 5.2394, 1.1575], [-3.3630, 5.0255, -0.1155], [-2.9600, 3.8409, -0.8087], [-3.4324, 3.5276, -2.0936], [-3.0589, 2.3485, -2.6839], [-2.1791, 1.5101, -1.9972], [-1.6662, 1.8030, -0.8108], [-2.0762, 2.9341, -0.1917], [-0.7365, 3.6017, 4.8529], [0.2240, 1.7762, 3.4547], [-2.1521, 5.3166, 3.7465], [-3.3338, 6.1088, 1.6999], [-4.0018, 5.7348, -0.6277], [-4.1171, 4.2049, -2.5906], [-3.4440, 2.0581, -3.6527], [-1.8968, 0.5517, -2.4209], [1.5189, -1.5066, -1.5074], [1.7042, -1.6173, -2.6520], [1.2826, -0.5338, -3.4923], [1.0800, 0.5785, -3.0297], [1.2624, -0.7983, -4.8500], [1.5151, -2.1308, -5.3302], [1.3611, -2.3823, -6.6574], [0.9972, -1.3345, -7.5325], [0.7653, -0.0136, -7.0511], [0.8976, 0.2602, -5.7288], [1.8380, -2.9065, -4.6539], [1.5498, -3.3725, -7.0497], [0.9165, -1.5353, -8.5953], [0.4777, 0.7700, -7.7407], [0.7169, 1.2501, -5.3291]], "relative_energy_ev": 1.460, "total_charge": 3, "homo_lumo_gap_ev": [3.73, 3.74], "fmax_ev_per_a": 4.38, "total_energy_ha": -1904.7307}

***

Which formula does entry 2 have? C26H29N4PtS3